(1)
ORCA calculation (ωB97M-V/def2-TZVPD) on a cluster of 7 separate species, C52H67BN2O21 in total.

Total charge: 0
SMILES: C#CCc1ccc2c(c1-c1cccnc1)C(=O)c1c(B(N)O)cc(-c3ccccc3)cc1C2=O.CCOC(=O)OC.CCOC(=O)OC.CCOC(=O)OC.CCOC(=O)OC.CCOC(=O)OC.CCOC(=O)OC
DFT total energy: -3735.40036 Ha
F_max: 0.1337 hartree/bohr
Frontier orbital gap: 7.15 eV

The geometry in XYZ format:
```
143
C52H67BN2O21, DFT ωB97M-V/def2-TZVPD
C 7.540 7.111 -2.470
C 7.242 6.253 -3.437
C 6.632 5.614 -4.793
C 5.549 4.456 -4.528
C 5.941 2.938 -4.857
C 4.900 1.756 -4.662
C 3.449 2.084 -4.125
C 3.048 3.595 -3.762
C 4.094 4.788 -3.961
C 3.580 6.249 -3.560
C 4.075 6.817 -2.152
C 3.514 8.260 -1.737
C 2.537 8.956 -2.755
N 2.098 8.470 -4.045
C 2.607 7.162 -4.393
C 1.537 3.834 -3.189
O 1.323 4.590 -2.190
C 0.387 2.991 -3.972
C -0.988 3.663 -4.331
B -1.427 5.202 -4.028
N -2.143 5.954 -5.146
O -1.246 5.921 -2.789
C -2.063 2.758 -5.109
C -1.668 1.277 -5.462
C -2.724 0.382 -6.284
C -3.140 -1.094 -5.909
C -4.196 -1.809 -6.845
C -4.830 -1.123 -8.126
C -4.395 0.341 -8.539
C -3.338 1.076 -7.592
C -0.276 0.611 -5.096
C 0.788 1.483 -4.334
C 2.281 0.963 -3.927
O 2.504 -0.211 -3.463
H 7.572 7.706 -1.475
H 7.520 5.174 -5.409
H 6.147 6.414 -5.487
H 6.982 2.639 -5.271
H 5.125 0.644 -4.900
H 4.784 6.218 -1.456
H 3.823 8.708 -0.710
H 2.118 9.992 -2.425
H 2.252 6.726 -5.414
H -3.143 5.661 -5.019
H -2.135 6.974 -4.961
H -1.219 5.323 -2.005
H -3.066 3.219 -5.417
H -2.647 -1.557 -4.982
H -4.500 -2.882 -6.580
H -5.615 -1.676 -8.780
H -4.840 0.824 -9.489
H -3.033 2.144 -7.911
H -0.030 -0.465 -5.407
C -0.216 0.383 -0.184
C 0.404 -0.878 -0.757
O 0.857 -1.743 0.293
C -0.096 -2.486 0.885
O -1.274 -2.488 0.606
O 0.484 -3.211 1.865
C -0.435 -3.988 2.631
H 0.473 0.869 0.513
H -0.469 1.086 -0.982
H -1.127 0.156 0.376
H 1.284 -0.613 -1.349
H -0.287 -1.402 -1.424
H -1.058 -4.614 1.988
H -1.054 -3.331 3.247
H 0.142 -4.639 3.290
C -1.206 4.070 6.161
C -2.247 3.225 5.452
O -1.673 2.550 4.326
C -0.970 1.439 4.612
O -0.794 0.971 5.715
O -0.473 0.950 3.460
C 0.365 -0.191 3.629
H -0.713 4.746 5.456
H -1.665 4.662 6.957
H -0.423 3.447 6.602
H -3.038 3.871 5.064
H -2.721 2.512 6.135
H -0.136 -0.970 4.208
H 1.302 0.103 4.108
H 0.594 -0.593 2.640
C 1.063 -7.458 2.920
C 1.529 -8.899 2.828
O 2.214 -9.288 4.025
C 1.426 -9.613 5.066
O 0.215 -9.611 5.071
O 2.218 -9.917 6.112
C 1.505 -10.205 7.313
H 1.897 -6.799 3.176
H 0.630 -7.131 1.971
H 0.309 -7.335 3.702
H 2.245 -8.998 2.009
H 0.699 -9.579 2.615
H 0.747 -10.975 7.151
H 1.050 -9.292 7.704
H 2.221 -10.577 8.048
C -6.197 6.638 11.675
C -6.492 6.260 10.236
O -5.288 5.910 9.544
C -4.829 4.665 9.772
O -5.343 3.836 10.489
O -3.682 4.509 9.083
C -3.043 3.252 9.300
H -5.429 7.416 11.719
H -7.100 7.001 12.172
H -5.815 5.782 12.237
H -6.916 7.122 9.713
H -7.228 5.453 10.173
H -3.730 2.421 9.123
H -2.639 3.210 10.314
H -2.215 3.169 8.594
C -6.612 2.702 -14.920
C -6.937 2.747 -13.439
O -5.749 2.592 -12.653
C -4.994 3.699 -12.517
O -5.235 4.788 -12.987
O -3.908 3.377 -11.789
C -2.976 4.446 -11.635
H -6.046 1.798 -15.163
H -7.528 2.719 -15.517
H -5.993 3.553 -15.215
H -7.594 1.911 -13.185
H -7.466 3.666 -13.169
H -3.463 5.345 -11.249
H -2.487 4.653 -12.590
H -2.217 4.131 -10.917
C 5.872 -11.082 7.091
C 6.337 -12.523 6.997
O 7.021 -12.915 8.193
C 6.232 -13.241 9.233
O 5.021 -13.237 9.238
O 7.023 -13.548 10.279
C 6.309 -13.838 11.479
H 6.707 -10.424 7.348
H 5.440 -10.753 6.142
H 5.118 -10.960 7.873
H 7.053 -12.622 6.177
H 5.506 -13.202 6.782
H 5.550 -14.606 11.315
H 5.855 -12.925 11.871
H 7.024 -14.212 12.214
```

Atom charges from the Mulliken analysis, given in e for atoms 1 to 5: number 1, C, carries -0.221; number 2, C, carries -0.260; number 3, C, carries -0.486; number 4, C, carries 0.604; number 5, C, carries -0.748

=====

(2)
ORCA calculation (ωB97M-V/def2-TZVPD) on a structure of composition C52H68CaF12N6O32S4.

Total charge: 0
DFT total energy: -8226.80874 Ha
F_max: 0.1197 hartree/bohr
Frontier orbital gap: 1.98 eV

The geometry in XYZ format:
```
175
C52H68CaF12N6O32S4, DFT ωB97M-V/def2-TZVPD
Ca 4.596 -3.207 -0.116
C -1.020 -1.764 -2.128
F -2.238 -2.139 -2.517
F -0.070 -2.143 -2.943
F -0.992 -0.419 -2.030
S -0.545 -2.544 -0.438
O -1.783 -2.887 0.278
O 0.442 -3.623 -0.540
N 0.543 -1.290 0.225
S -0.401 -0.501 1.246
O -1.716 -0.143 0.688
O -0.415 -1.179 2.541
C 0.485 1.244 1.489
F 0.902 1.750 0.288
F -0.316 2.219 1.964
F 1.544 1.098 2.327
C 7.591 -2.420 -5.772
F 8.259 -3.524 -5.495
F 7.945 -1.460 -4.933
F 7.738 -2.011 -7.002
S 5.721 -2.796 -5.422
O 5.192 -1.764 -4.564
O 4.998 -2.922 -6.656
N 5.835 -4.192 -4.380
S 5.832 -5.348 -5.439
O 4.509 -5.932 -5.551
O 6.555 -5.182 -6.737
C 6.873 -6.749 -4.586
F 6.406 -6.947 -3.370
F 6.750 -7.882 -5.278
F 8.142 -6.344 -4.481
C 8.811 1.213 8.955
C 8.955 0.089 7.926
C 8.616 -1.394 8.411
O 7.627 -1.828 7.520
C 7.308 -0.909 6.699
O 6.475 -1.096 5.797
O 8.033 0.227 6.915
H 8.035 0.949 9.673
H 8.751 2.230 8.568
H 9.814 1.313 9.370
H 9.845 0.113 7.297
H 8.147 -1.444 9.394
H 9.532 -1.985 8.425
C -8.770 7.288 5.635
C -8.526 5.793 5.313
C -8.304 5.504 3.823
O -7.312 4.542 3.867
C -6.733 4.520 5.043
O -5.720 3.881 5.322
O -7.329 5.423 5.833
H -9.681 7.627 5.142
H -8.027 7.982 5.244
H -8.823 7.380 6.720
H -9.378 5.215 5.670
H -7.950 6.371 3.266
H -9.209 5.024 3.449
C 0.811 0.168 11.062
C 0.858 -1.300 11.564
C 0.999 -2.413 10.474
O 2.107 -3.150 10.993
C 2.676 -2.625 12.047
O 3.739 -2.976 12.521
O 1.934 -1.559 12.477
H 1.671 0.401 10.435
H 0.803 0.844 11.917
H -0.050 0.468 10.464
H -0.103 -1.484 12.045
H 1.309 -1.925 9.550
H 0.077 -2.911 10.174
C -3.941 -5.283 -10.326
C -2.768 -4.775 -11.251
C -1.438 -4.663 -10.470
O -0.612 -5.394 -11.368
C -1.330 -6.009 -12.291
O -0.885 -6.834 -13.101
O -2.624 -5.819 -12.217
H -4.746 -5.644 -10.966
H -4.345 -4.445 -9.757
H -3.792 -6.132 -9.659
H -3.072 -3.819 -11.678
H -1.351 -5.106 -9.478
H -1.118 -3.622 -10.428
C 6.028 6.464 -4.659
C 4.818 5.577 -5.011
C 3.573 6.430 -5.365
O 3.117 5.920 -6.583
C 4.040 5.075 -7.103
O 3.866 4.445 -8.143
O 5.090 4.930 -6.286
H 6.902 5.873 -4.386
H 5.661 6.965 -3.763
H 6.242 7.253 -5.380
H 4.581 4.859 -4.226
H 3.859 7.467 -5.539
H 2.908 6.491 -4.504
C -0.641 -9.356 5.428
C 0.764 -8.746 5.780
C 2.008 -9.610 5.947
O 2.967 -9.010 5.100
C 2.426 -8.085 4.389
O 3.005 -7.402 3.596
O 1.103 -7.938 4.688
H -1.409 -8.619 5.194
H -0.867 -10.036 6.249
H -0.568 -9.941 4.511
H 0.742 -8.215 6.732
H 1.859 -10.624 5.577
H 2.383 -9.588 6.970
C -4.645 -9.574 -2.424
C -4.484 -9.182 -3.899
C -2.986 -9.164 -4.240
O -2.990 -10.006 -5.364
C -4.098 -10.653 -5.482
O -4.358 -11.535 -6.266
O -5.018 -10.172 -4.684
H -4.348 -10.618 -2.323
H -5.701 -9.479 -2.171
H -4.063 -8.974 -1.725
H -4.946 -8.215 -4.099
H -2.334 -9.563 -3.462
H -2.691 -8.120 -4.339
C -8.695 0.923 -2.266
C -8.019 -0.436 -2.243
C -8.465 -1.285 -1.076
O -8.600 -2.589 -1.697
C -8.631 -2.470 -3.026
O -8.777 -3.300 -3.923
O -8.405 -1.166 -3.351
H -8.138 1.624 -1.644
H -9.738 0.966 -1.954
H -8.542 1.255 -3.293
H -6.959 -0.215 -2.116
H -9.421 -1.029 -0.620
H -7.687 -1.324 -0.314
N -5.702 2.639 -9.124
C -4.708 2.032 -8.356
C -3.514 2.352 -9.012
C -3.809 3.274 -10.002
C -5.163 3.533 -10.016
H -6.693 2.564 -8.942
H -4.990 1.380 -7.542
H -2.525 1.933 -8.897
H -3.012 3.693 -10.597
H -5.884 4.063 -10.621
N -3.114 6.929 -3.896
C -2.907 8.320 -4.089
C -3.045 8.960 -2.903
C -3.101 7.999 -1.937
C -3.209 6.755 -2.544
H -3.060 6.164 -4.554
H -2.605 8.643 -5.074
H -2.971 10.024 -2.736
H -3.072 8.149 -0.868
H -3.234 5.764 -2.116
N 2.091 7.086 10.076
C 2.998 6.883 11.103
C 4.034 6.088 10.516
C 3.671 5.858 9.225
C 2.506 6.562 8.909
H 1.222 7.577 10.232
H 2.840 7.261 12.103
H 4.850 5.670 11.087
H 4.296 5.228 8.610
H 1.872 6.549 8.034
N 4.005 8.894 1.185
C 5.175 8.996 1.838
C 5.857 10.069 1.352
C 5.072 10.641 0.328
C 3.844 9.917 0.298
H 3.335 8.148 1.307
H 5.402 8.234 2.569
H 6.776 10.472 1.750
H 5.452 11.435 -0.298
H 2.942 9.961 -0.294
```

Atom charges from the Mulliken analysis, given in e for atoms 1 to 5: number 1, Ca, carries 1.886; number 2, C, carries 0.717; number 3, F, carries -0.208; number 4, F, carries -0.197; number 5, F, carries -0.203

=====

(3)
ORCA calculation (ωB97M-V/def2-TZVPD) on a structure of composition C52H70FeN3O2.

Multiplicity: 5
Total charge: +1
DFT total energy: -3601.46960 Ha
F_max: 0.1142 hartree/bohr
Frontier orbital gap (spin up / spin down): 4.70 / 7.48 eV

The geometry in XYZ format:
```
128
C52H70FeN3O2, DFT ωB97M-V/def2-TZVPD
C 2.784 -1.568 -2.189
C 1.327 -1.565 -1.608
C 0.864 -2.991 -1.917
Fe 1.939 -5.542 -3.606
C 0.892 -6.393 -2.289
O 0.782 -6.836 -1.206
C 3.368 -5.132 -2.505
O 4.223 -5.144 -1.710
C 0.601 -5.730 -5.090
C 1.654 -6.724 -5.092
C 2.921 -5.994 -5.189
C 2.600 -4.591 -5.265
C 1.196 -4.438 -5.201
H 3.264 -0.581 -2.208
H 3.539 -2.096 -1.596
H 2.715 -1.956 -3.262
H 0.822 -0.846 -2.337
H 1.156 -3.831 -1.242
H 0.119 -3.282 -2.691
H -0.470 -5.913 -5.103
H 1.519 -7.796 -4.978
H 3.918 -6.422 -5.230
H 3.290 -3.785 -5.483
H 0.657 -3.531 -5.441
C -2.912 0.525 -5.330
C -3.341 1.581 -4.309
C -3.233 2.995 -4.904
C -2.588 1.377 -3.016
C -1.465 2.135 -2.679
C -0.678 1.792 -1.585
C 0.716 2.393 -1.343
C 0.987 3.670 -2.147
C 1.855 1.406 -1.538
C -1.183 0.858 -0.651
C -0.449 0.641 0.597
N -0.499 1.467 1.723
C -0.672 2.907 1.637
C 0.451 3.753 1.693
C 1.861 3.251 2.038
C 2.067 3.411 3.543
C 2.960 3.963 1.245
C 0.262 5.119 1.464
C -0.982 5.619 1.107
C -2.092 4.779 1.057
C -1.954 3.419 1.348
C -3.169 2.499 1.494
C -4.446 3.094 0.888
C -3.370 2.119 2.957
N 0.139 0.873 2.751
N 0.490 -0.362 2.303
C 1.147 -1.232 3.260
C 2.546 -1.377 3.149
C 3.358 -0.564 2.121
C 3.920 -1.440 1.017
C 4.473 0.257 2.765
C 3.209 -2.237 4.029
C 2.509 -2.889 5.035
C 1.162 -2.612 5.241
C 0.467 -1.745 4.391
C -0.995 -1.382 4.766
C -2.013 -1.561 3.641
C -1.124 0.005 5.398
C 0.360 -0.394 0.884
C 0.710 -1.459 -0.113
C -2.354 0.095 -0.955
C -2.964 -0.949 0.001
C -2.840 -2.404 -0.497
C -4.451 -0.658 0.298
C -3.021 0.380 -2.141
H -3.017 -0.485 -4.925
H -3.515 0.580 -6.239
H -1.862 0.653 -5.621
H -4.401 1.396 -4.082
H -3.480 3.748 -4.145
H -2.222 3.193 -5.290
H -3.948 3.095 -5.734
H -1.110 2.932 -3.334
H 0.746 2.673 -0.275
H 0.196 4.409 -1.966
H 1.944 4.114 -1.838
H 1.049 3.449 -3.224
H 1.738 0.543 -0.872
H 1.880 1.041 -2.577
H 2.829 1.858 -1.293
H 1.890 2.178 1.788
H 1.286 2.854 4.076
H 3.051 3.040 3.855
H 1.985 4.478 3.801
H 2.783 3.912 0.162
H 3.030 5.020 1.535
H 3.932 3.495 1.451
H 1.117 5.796 1.533
H -1.087 6.681 0.889
H -3.066 5.196 0.776
H -2.898 1.599 0.920
H -4.313 3.335 -0.179
H -5.276 2.382 0.985
H -4.708 4.006 1.444
H -2.440 1.709 3.371
H -3.631 3.027 3.521
H -4.174 1.380 3.056
H 2.640 0.133 1.671
H 3.121 -1.978 0.505
H 4.450 -0.820 0.285
H 4.614 -2.186 1.423
H 4.091 0.907 3.559
H 5.227 -0.412 3.193
H 4.969 0.891 2.021
H 4.286 -2.403 3.912
H 2.997 -3.657 5.641
H 0.628 -3.088 6.075
H -1.257 -2.107 5.552
H -1.869 -2.511 3.111
H -3.024 -1.550 4.074
H -1.945 -0.734 2.924
H -0.545 0.076 6.323
H -0.760 0.770 4.705
H -2.170 0.223 5.643
H 1.223 -2.332 0.338
H -0.315 -1.705 -0.518
H -2.415 -0.893 0.955
H -1.800 -2.747 -0.573
H -3.342 -3.079 0.214
H -3.308 -2.524 -1.486
H -4.579 0.381 0.635
H -5.051 -0.811 -0.613
H -4.818 -1.330 1.093
H -3.887 -0.234 -2.424
```

Atom charges from the Mulliken analysis, given in e for atoms 1 to 5: number 1, C, carries -1.493; number 2, C, carries 3.049; number 3, C, carries -1.524; number 4, Fe, carries 0.289; number 5, C, carries 0.344

=====

Q: Look up the total charge of the second one.
A: 0

=====

Q: total charge of number 2 (C52H68CaF12N6O32S4)?
A: 0